w | Molecular formula: C3H6N2O2S
Method: DFT, ωB97M-V/def2-TZVPD

Summary:
HOMO energy: -9.15 eV
frontier orbital gap: 9.0 eV

```
! RIJCOSX wB97M-V def2-TZVPD def2/J DEFGRID3
* xyz 0 1
C 0.901 -1.537 0.076
C 0.910 -0.146 -0.053
C -2.795 0.607 -0.181
H 1.940 -1.944 0.182
H 0.003 -1.871 0.847
H 0.590 -1.750 -1.076
H 2.235 0.376 1.348
H 0.650 2.074 -0.215
H -3.715 0.048 -0.352
N 2.073 0.641 -0.005
N -0.272 0.399 -0.259
O 1.705 2.052 -0.362
O -2.682 1.790 0.271
S -1.542 -0.739 -0.221
*
```

x | Molecular formula: C3H6N2O2S
Method: DFT, ωB97M-V/def2-TZVPD

Summary:
HOMO energy: -9.55 eV
SMILES: [H]/N=C\NSC(=O)OC
frontier orbital gap: 10.1 eV

```
! RIJCOSX wB97M-V def2-TZVPD def2/J DEFGRID3
* xyz 0 1
H 1.899 -0.482 -1.638
N 2.574 -0.862 -1.002
C 2.662 -0.300 0.137
N 1.919 0.792 0.573
S 0.675 1.551 -0.287
C -0.694 0.426 0.286
O -0.645 -0.437 1.082
O -1.770 0.703 -0.455
C -2.807 -0.250 -0.314
H 3.349 -0.671 0.865
H 2.095 1.200 1.581
H -2.438 -1.339 -0.404
H -3.604 -0.107 -1.111
H -3.216 -0.223 0.686
*
```

y | Molecular formula: C3H6N2O2S
Method: DFT, ωB97M-V/def2-TZVPD

Summary:
HOMO energy: -9.52 eV
frontier orbital gap: 9.7 eV

```
! RIJCOSX wB97M-V def2-TZVPD def2/J DEFGRID3
* xyz 0 1
C -0.518 -0.873 -0.098
C 1.815 -0.973 0.030
C 0.535 1.258 -0.082
N -1.951 0.454 0.588
N 0.536 -0.232 -0.117
O -0.895 -1.981 -0.137
O -4.191 0.958 0.139
S -3.078 0.185 -0.374
H 2.099 -0.593 1.005
H 1.521 -2.068 0.181
H 2.614 -0.827 -0.707
H 0.159 1.527 -1.134
H -0.170 1.622 0.586
H 1.527 1.542 0.121
*
```

Stability, descending: x, y, w

w | Molecular formula: C23H31N5O3
Method: DFT, ωB97M-V/def2-TZVPD

Summary:
HOMO energy: -8.49 eV
SMILES: CCCCNC(=O)Cn1c(=O)c2c(ncn2CCC(C)C)n(Cc2ccccc2)c1=O
frontier orbital gap: 9.1 eV

```
! RIJCOSX wB97M-V def2-TZVPD def2/J DEFGRID3
* xyz 0 1
C 5.975 -0.013 -1.141
C 4.942 0.061 -0.022
C 4.960 -1.156 0.903
C 4.662 -2.482 0.196
N 3.409 -2.464 -0.528
C 2.236 -2.690 0.093
O 2.135 -3.042 1.248
C 0.999 -2.522 -0.803
N 0.023 -1.727 -0.076
C 0.465 -0.456 0.280
O 1.535 -0.029 -0.125
C -0.479 0.210 1.116
C -1.675 -0.385 1.496
N -2.373 0.437 2.311
C -1.619 1.510 2.426
N -0.468 1.437 1.736
C 0.550 2.446 1.603
C 0.151 3.562 0.632
C -0.035 3.083 -0.818
C -1.486 2.694 -1.103
C 0.397 4.177 -1.792
N -2.027 -1.627 1.073
C -3.337 -2.172 1.411
C -4.367 -1.672 0.432
C -4.600 -2.363 -0.750
C -5.514 -1.879 -1.670
C -6.196 -0.701 -1.418
C -5.959 -0.004 -0.244
C -5.047 -0.486 0.677
C -1.182 -2.340 0.257
O -1.472 -3.439 -0.163
H 6.970 -0.173 -0.731
H 5.985 0.916 -1.706
H 5.757 -0.823 -1.834
H 5.145 0.948 0.584
H 3.941 0.179 -0.440
H 4.208 -1.012 1.680
H 5.936 -1.240 1.386
H 4.585 -3.273 0.946
H 5.458 -2.737 -0.507
H 3.403 -1.973 -1.408
H 0.547 -3.498 -0.991
H 1.245 -2.027 -1.745
H -1.892 2.359 3.020
H 1.453 1.949 1.241
H 0.745 2.873 2.592
H 0.947 4.307 0.666
H -0.767 4.041 0.982
H 0.604 2.209 -0.978
H -2.136 3.561 -1.000
H -1.842 1.919 -0.430
H -1.581 2.319 -2.120
H 1.449 4.420 -1.659
H 0.250 3.851 -2.819
H -0.190 5.080 -1.634
H -3.254 -3.259 1.368
H -3.571 -1.840 2.424
H -4.058 -3.276 -0.946
H -5.694 -2.422 -2.586
H -6.911 -0.324 -2.135
H -6.487 0.918 -0.047
H -4.848 0.058 1.589
*
```

x | Molecular formula: C23H31N5O3
Method: DFT, ωB97M-V/def2-TZVPD

Summary:
HOMO energy: -8.62 eV
SMILES: CCCCCNC(=O)Cn1c(=O)c2c(ncn2CC(C)C)n(Cc2ccccc2)c1=O
frontier orbital gap: 9.1 eV

```
! RIJCOSX wB97M-V def2-TZVPD def2/J DEFGRID3
* xyz 0 1
C -1.322 -0.714 -1.133
C 0.006 -1.190 -1.709
C -0.087 -2.542 -2.417
C -0.513 -3.718 -1.539
C 0.512 -4.132 -0.479
N 0.570 -3.228 0.651
C -0.412 -3.185 1.566
O -1.406 -3.877 1.532
C -0.145 -2.181 2.703
N -0.105 -0.795 2.250
C 1.111 -0.314 1.778
O 2.087 -1.048 1.659
C 1.054 1.077 1.470
C -0.126 1.804 1.561
N 0.082 3.090 1.202
C 1.364 3.149 0.908
N 2.006 1.976 1.046
C 3.403 1.700 0.827
C 3.825 1.914 -0.633
C 3.019 1.009 -1.559
C 5.320 1.636 -0.767
N -1.281 1.240 1.994
C -2.520 2.010 2.010
C -3.221 1.879 0.683
C -2.918 2.752 -0.353
C -3.522 2.601 -1.589
C -4.429 1.575 -1.798
C -4.727 0.697 -0.769
C -4.124 0.846 0.468
C -1.302 -0.083 2.376
O -2.300 -0.596 2.822
H -1.651 -1.346 -0.311
H -2.096 -0.721 -1.897
H -1.232 0.305 -0.761
H 0.352 -0.455 -2.442
H 0.753 -1.236 -0.917
H -0.809 -2.450 -3.233
H 0.885 -2.769 -2.863
H -0.679 -4.581 -2.188
H -1.455 -3.500 -1.038
H 1.511 -4.195 -0.916
H 0.226 -5.119 -0.099
H 1.388 -2.648 0.791
H -0.954 -2.273 3.428
H 0.819 -2.412 3.163
H 1.851 4.051 0.597
H 3.572 0.658 1.110
H 3.998 2.346 1.482
H 3.634 2.959 -0.905
H 3.155 -0.033 -1.279
H 1.959 1.246 -1.504
H 3.342 1.135 -2.589
H 5.643 1.798 -1.792
H 5.896 2.291 -0.118
H 5.537 0.605 -0.497
H -2.246 3.047 2.207
H -3.139 1.610 2.816
H -2.202 3.544 -0.186
H -3.285 3.285 -2.391
H -4.900 1.459 -2.763
H -5.429 -0.107 -0.930
H -4.342 0.155 1.268
*
```

Stability, descending: x, w

w | Molecular formula: C10H16
Method: DFT, ωB97M-V/def2-TZVPD

Summary:
HOMO energy (alpha / beta): -14.50 / -14.50 eV
frontier orbital gap (alpha / beta): 10.2 / 6.4 eV

```
! RIJCOSX wB97M-V def2-TZVPD def2/J DEFGRID3
* xyz 1 2
C 2.199 0.848 -2.689
C 2.994 -0.270 -2.031
H 2.457 1.816 -2.265
H 2.496 0.961 -3.732
H 1.112 0.754 -2.624
H 3.327 -1.020 -2.745
H 2.466 -0.776 -1.219
H 3.836 0.177 -1.507
C 0.055 -1.440 0.924
C 1.062 -0.799 1.979
C -1.090 -0.528 0.728
C -2.312 -0.823 1.428
C -1.000 0.742 0.072
C -3.392 0.009 1.339
C -2.025 1.634 0.126
C -3.272 1.257 0.711
H 0.574 -1.708 0.010
H -0.368 -2.326 1.386
H 0.608 0.060 2.458
H -2.431 -1.746 1.987
H -0.140 1.063 -0.499
H -4.330 -0.264 1.810
H -1.919 2.573 -0.397
H -4.151 1.874 0.588
H 1.970 -0.478 1.473
H 1.274 -1.592 2.688
*
```

x | Molecular formula: C10H16
Method: DFT, ωB97M-V/def2-TZVPD

Summary:
HOMO energy (alpha / beta): -13.96 / -13.96 eV
frontier orbital gap (alpha / beta): 9.6 / 5.7 eV

```
! RIJCOSX wB97M-V def2-TZVPD def2/J DEFGRID3
* xyz 1 2
C -0.129 2.075 -0.061
C 0.822 2.868 -0.897
C -0.508 2.836 1.226
H -1.060 1.738 -0.537
H 0.287 1.109 0.259
H 1.686 3.141 -0.274
H -0.921 3.812 0.978
H 0.544 3.900 -1.144
H 1.152 2.349 -1.796
H -1.218 2.277 1.843
H 0.361 2.975 1.862
C -2.052 -1.804 0.847
C 0.691 -2.752 -1.563
C -0.551 -2.573 -0.977
C 1.774 -2.038 -1.055
C -0.712 -1.849 0.230
C 1.635 -1.298 0.183
C 0.449 -1.299 0.854
H 0.839 -3.423 -2.395
H -1.448 -2.933 -1.468
H 2.760 -2.115 -1.492
H 2.391 -0.649 0.604
H -2.260 -2.883 0.997
H -2.805 -1.368 0.194
H 0.343 -0.639 1.704
H -2.069 -1.456 1.878
*
```

y | Molecular formula: C10H16
Method: DFT, ωB97M-V/def2-TZVPD

Summary:
HOMO energy (alpha / beta): -13.37 / -13.37 eV
frontier orbital gap (alpha / beta): 9.0 / 5.2 eV

```
! RIJCOSX wB97M-V def2-TZVPD def2/J DEFGRID3
* xyz 1 2
C 1.505 1.871 -2.294
C 0.141 1.655 -2.967
C 1.956 0.470 -1.782
H 2.153 2.278 -3.033
H 1.244 2.205 -1.319
H -0.172 0.523 -3.093
H 0.212 2.254 -3.887
H 2.963 0.311 -2.100
H 1.956 0.469 -0.661
H -0.734 2.071 -2.341
H 1.289 -0.432 -2.054
C -1.454 1.186 1.630
C -0.217 -0.676 2.716
C -1.187 -0.317 1.784
C 0.422 -1.910 2.566
C -0.193 -2.865 1.684
C -1.711 -1.276 0.881
C -1.206 -2.521 0.806
H 0.175 -0.015 3.542
H 1.387 -2.171 2.880
H -0.582 1.739 2.002
H -2.218 1.487 2.382
H 0.169 -3.884 1.790
H -2.376 -0.833 0.066
H -1.630 -3.272 0.083
H -1.892 1.651 0.717
*
```

Stability, descending: w, x, y

w | Molecular formula: C8H10N2O2S
Method: DFT, ωB97M-V/def2-TZVPD

Summary:
HOMO energy: -8.73 eV
SMILES: CO[C@@](S)(C(N)=O)c1ccccn1
frontier orbital gap: 9.4 eV

```
! RIJCOSX wB97M-V def2-TZVPD def2/J DEFGRID3
* xyz 0 1
C 2.665 -1.123 -0.345
O 1.238 -1.063 -0.140
C 0.834 0.185 0.429
S 1.549 0.135 2.092
C 1.586 1.509 -0.167
N 1.541 1.689 -1.505
O 2.356 2.088 0.579
C -0.756 0.329 0.453
C -1.581 -0.756 0.643
C -2.956 -0.514 0.648
C -3.384 0.792 0.436
C -2.479 1.857 0.312
N -1.142 1.590 0.340
H 3.026 -2.076 -0.733
H 3.100 -1.095 0.767
H 3.041 -0.262 -0.989
H 1.066 -1.041 2.357
H 0.637 1.444 -2.011
H 1.961 2.562 -1.763
H -1.081 -1.537 1.054
H -3.663 -1.318 0.806
H -4.410 1.058 0.351
H -2.910 2.843 0.213
*
```

x | Molecular formula: C8H10N2O2S
Method: DFT, ωB97M-V/def2-TZVPD

Summary:
HOMO energy: -8.44 eV
frontier orbital gap: 9.0 eV

```
! RIJCOSX wB97M-V def2-TZVPD def2/J DEFGRID3
* xyz 0 1
C 2.695 -0.565 0.046
C 3.146 0.636 0.594
C 1.369 -0.791 -0.297
C 2.137 1.623 0.870
C 0.539 0.233 -0.001
C -1.724 -0.691 0.783
C -1.694 -1.038 -2.249
C -1.679 0.357 -0.282
N 0.877 1.381 0.510
N -1.719 -0.134 2.094
O -1.550 -1.883 0.521
O -2.104 0.078 -1.510
S -1.894 2.093 0.066
H 3.566 -1.227 -0.336
H 4.222 0.907 0.661
H 1.030 -1.691 -0.759
H 2.260 2.645 1.411
H -0.571 -1.232 -2.565
H -2.289 -0.903 -3.158
H -1.907 -2.024 -1.778
H -2.223 0.683 2.188
H -1.843 -0.772 2.805
H -0.645 2.315 0.387
*
```

Stability, descending: w, x